(1)
Below is an isolated molecule of C4H2ClF2N, with properties calculated with the ωB97M-V functional and the def2-TZVPD basis.

## Properties
Spin multiplicity   1
Structure (SMILES)   N#C[C@@]1(F)[C@H](F)[C@@H]1Cl
HOMO-LUMO gap   11.1 eV

Each line ends with the Mulliken charge.
Cartesian coordinates (Å):
C1 -0.42 0.87 -0.33  -0.043
C2 -0.81 -0.55 -0.32  -0.334
C3 0.37 -0.07 0.56  0.626
C4 1.74 -0.40 0.18  0.072
H1 0.13 1.24 -1.22  0.332
H2 -0.50 -1.14 -1.17  0.374
N1 2.76 -0.82 -0.12  -0.355
F1 -1.22 1.78 0.20  -0.248
F2 0.32 0.09 1.87  -0.273
Cl1 -2.37 -1.01 0.36  -0.149



(2)
Below is a cluster of 3 separate species, H7O3 in total, with properties calculated with the ωB97M-V functional and the def2-TZVPD basis.

## Properties
Net charge   +2
<S²>   0.7570
Spin multiplicity   2
HOMO-LUMO gap (spin up / spin down)   16.4 / 3.5 eV

Each line ends with the Mulliken charge.
Cartesian coordinates (Å):
O1 -1.02 -1.60 -1.10  -0.409
H1 -0.99 -2.54 -0.82  0.441
H2 -1.32 -1.67 -2.04  0.450
O2 0.50 1.17 1.80  -0.405
H3 0.93 1.96 2.24  0.443
H4 0.79 0.40 2.35  0.455
O3 0.43 0.51 -0.67  -0.355
H5 0.31 0.71 0.33  0.467
H6 1.18 0.74 -1.25  0.437
H7 -0.18 -0.28 -0.89  0.475



(3)
Below is a cluster of 2 separate species, CHF3O2P in total, with properties calculated with the ωB97M-V functional and the def2-TZVPD basis.

## Properties
Net charge   -1
Spin multiplicity   1
HOMO-LUMO gap   9.6 eV

Each line ends with the Mulliken charge.
Cartesian coordinates (Å):
C1 -0.81 -0.22 0.05  0.674
O1 0.81 1.56 1.16  -0.653
O2 0.99 1.26 -1.34  -0.666
F1 -0.42 -2.32 -0.32  -0.682
F2 -1.75 -0.15 -0.91  -0.153
F3 -1.41 -0.27 1.19  -0.125
P1 0.86 0.67 0.00  0.520
H1 1.72 -0.54 0.18  0.084



Maximum force, respectively: 2.180, 2.052, 3.737 eV/A.
ΔE to the lowest compared entry with this formula, charge and spin, respectively: 0.575, 0.348, 3.658 eV.